A cluster of 5 separate species, C33H62IN5O4P in total in a non-equilibrium geometry, computed with ωB97M-V/def2-TZVPD.

As for the total charge: +1. As for the total energy: -68248.747 eV. For the HOMO energy, the calculation gives -12.038 eV. The calculation puts the HOMO-LUMO gap at 9.729 eV. For the lowest unoccupied orbital energy, the calculation gives -2.3 eV.

Cartesian coordinates (Å):
C (2.749, -0.773, -1.702)
C (2.384, -2.126, -2.248)
O (3.178, -3.042, -2.453)
O (1.021, -2.290, -2.499)
C (0.683, -1.872, -3.810)
C (-0.815, -1.996, -4.056)
C (-1.341, -0.909, -4.973)
C (-1.323, 0.494, -4.329)
C (-2.666, 0.709, -3.648)
N (-2.742, 1.862, -2.701)
C (-2.715, 3.147, -3.501)
C (-1.339, 3.740, -3.807)
C (-0.903, 4.839, -2.862)
I (1.090, 5.433, -3.446)
C (-4.143, 1.799, -2.063)
C (-4.325, 0.711, -1.013)
C (-5.813, 0.355, -0.901)
C (-6.676, 1.543, -0.513)
O (-7.026, 2.426, -1.587)
C (-7.902, 1.931, -2.498)
O (-8.789, 2.606, -2.961)
P (-1.428, 1.829, -1.418)
C (-1.035, 0.093, -0.978)
C (-1.999, 2.772, 0.036)
H (2.551, -0.013, -2.445)
H (2.161, -0.589, -0.813)
H (3.789, -0.799, -1.420)
H (1.008, -0.849, -3.999)
H (1.187, -2.492, -4.545)
H (-1.375, -2.062, -3.132)
H (-0.968, -2.947, -4.551)
H (-0.800, -0.905, -5.906)
H (-2.381, -1.141, -5.183)
H (-1.181, 1.206, -5.132)
H (-0.484, 0.551, -3.649)
H (-2.948, -0.209, -3.153)
H (-3.400, 0.862, -4.427)
H (-3.303, 3.900, -2.996)
H (-3.210, 2.975, -4.444)
H (-1.400, 4.179, -4.796)
H (-0.555, 3.000, -3.857)
H (-0.796, 4.517, -1.841)
H (-1.496, 5.735, -2.949)
H (-4.818, 1.583, -2.879)
H (-4.375, 2.754, -1.621)
H (-3.788, -0.201, -1.238)
H (-4.007, 1.032, -0.030)
H (-6.139, -0.131, -1.811)
H (-5.905, -0.379, -0.109)
H (-7.593, 1.183, -0.057)
H (-6.177, 2.132, 0.242)
H (-7.726, 0.919, -2.878)
H (-0.017, -0.078, -1.292)
H (-1.655, -0.649, -1.457)
H (-1.072, -0.017, 0.099)
H (-1.155, 3.307, 0.442)
H (-2.705, 3.525, -0.304)
H (-2.495, 2.195, 0.807)
C (0.873, -3.093, 1.854)
C (1.320, -1.885, 2.672)
C (0.340, -1.543, 3.798)
C (-0.952, -1.115, 3.272)
N (-1.964, -0.770, 2.854)
H (-0.074, -2.905, 1.344)
H (1.613, -3.335, 1.091)
H (0.749, -3.969, 2.491)
H (1.448, -1.020, 2.016)
H (2.295, -2.092, 3.115)
H (0.756, -0.737, 4.406)
H (0.208, -2.402, 4.453)
C (6.213, 6.178, -0.953)
C (4.863, 5.861, -1.585)
C (3.873, 5.235, -0.598)
C (4.301, 3.918, -0.132)
N (4.631, 2.874, 0.211)
H (6.713, 5.273, -0.608)
H (6.867, 6.663, -1.677)
H (6.099, 6.850, -0.101)
H (5.005, 5.193, -2.437)
H (4.421, 6.781, -1.972)
H (2.901, 5.115, -1.077)
H (3.731, 5.895, 0.260)
C (-1.372, -4.001, 9.081)
C (-0.145, -3.101, 8.999)
C (0.030, -2.452, 7.622)
C (0.295, -3.440, 6.578)
N (0.502, -4.222, 5.764)
H (-1.293, -4.845, 8.395)
H (-1.483, -4.402, 10.087)
H (-2.281, -3.448, 8.838)
H (0.748, -3.674, 9.252)
H (-0.231, -2.305, 9.740)
H (0.863, -1.747, 7.649)
H (-0.863, -1.883, 7.356)
C (6.374, -5.707, 1.801)
C (4.942, -5.363, 1.409)
C (4.744, -3.871, 1.124)
C (4.943, -3.040, 2.309)
N (5.078, -2.384, 3.240)
H (6.662, -5.214, 2.730)
H (6.480, -6.781, 1.949)
H (7.076, -5.405, 1.022)
H (4.259, -5.680, 2.200)
H (4.670, -5.920, 0.511)
H (3.734, -3.701, 0.752)
H (5.429, -3.546, 0.338)